Entry 1:
92
Properties=species:S:1:pos:R:3:forces:R:3:lowdin_charge:R:1 method="wB97M-V/def2-TZVPD" total_charge=+1 molar_mass_g_mol=838.7 gap_ev=7.08 lumo_energy_ev=-3.6 e_above_lowest_kcal_mol=36.1
C 3.9659 1.8536 1.4669 -0.247 0.034 0.206 -0.03
C 2.5787 1.9637 0.8075 1.090 -0.441 -0.060 -0.42
O 2.7592 2.0633 -0.6096 -0.634 0.131 -0.110 -0.05
C 1.8047 3.1682 1.2887 -0.325 0.094 -0.607 -0.18
N 0.3779 3.0531 0.9953 0.349 -0.282 0.270 -0.06
C -0.4481 2.7163 2.1468 -1.038 0.175 -0.588 -0.18
C -1.7961 2.1595 1.6520 0.315 0.320 0.341 -0.13
O -1.8382 0.7275 1.7906 -0.177 -0.032 -0.270 -0.08
C -1.1444 0.1463 0.7537 0.153 -1.198 -1.240 -0.28
C -0.4316 -1.1885 1.1381 -0.042 1.019 1.558 -0.22
C -0.7973 -1.8985 2.4419 -0.419 -1.004 -0.848 -0.09
C -2.1901 -2.5594 2.5279 0.415 0.385 0.410 -0.06
C -3.1762 -1.8573 3.4802 -0.134 -0.190 -1.414 -0.47
F -3.9522 -1.0433 2.7216 -0.169 0.078 0.126 0.08
F -2.5918 -1.0650 4.3881 0.101 -0.237 0.341 0.13
C -4.1817 -2.8749 4.1028 -0.470 0.719 0.522 -0.45
F -5.3055 -2.2146 4.3926 0.069 0.138 0.272 0.14
F -4.5136 -3.8024 3.2052 0.325 -0.106 -0.253 0.14
S -3.6148 -3.7029 5.7050 -0.672 -1.264 -0.013 0.76
F -3.7015 -2.3367 6.4609 0.203 0.467 -0.062 -0.10
F -2.0824 -3.4852 5.3394 0.254 0.405 0.001 -0.13
F -3.5290 -5.1201 4.9829 0.181 -0.052 -0.049 -0.14
F -5.1192 -4.0210 6.0595 -0.153 0.073 0.073 -0.11
F -3.1735 -4.3849 7.0433 0.185 -0.064 0.115 -0.10
N -0.2533 -1.9906 -0.1546 1.851 -0.681 0.267 -0.30
S 1.5482 -1.8525 -0.5225 0.317 0.249 -0.308 0.99
C -0.5595 -3.4996 -0.1440 -0.096 -1.053 -1.181 -0.21
N 0.2634 -4.2388 -1.0907 -0.559 -0.027 0.500 0.00
C -0.8353 -1.1129 -1.2426 0.019 0.547 -0.588 -0.27
C -1.0980 -1.6721 -2.6452 -0.375 0.234 -0.036 -0.11
C -0.1025 -1.1578 -3.7065 0.268 -0.129 -0.368 -0.07
C -0.7738 -0.1441 -4.6509 -0.702 -0.537 -1.105 -0.42
O -1.7300 -0.5208 -5.3105 0.833 0.723 0.976 0.10
N -0.2148 1.1533 -4.7380 -0.381 -1.141 1.401 0.15
C -1.0299 2.2169 -4.2006 0.135 -0.462 -0.862 -0.25
C -0.3913 3.3247 -3.7358 2.013 0.239 -0.033 -0.05
C -1.0711 4.3560 -3.1845 -0.264 1.402 0.779 -0.09
C -2.4391 4.3219 -3.1040 -0.002 0.830 0.433 -0.09
C -3.0787 3.2333 -3.6030 -1.530 0.464 0.346 -0.09
C -2.3931 2.1906 -4.1340 -0.721 -1.576 -0.810 -0.04
C -1.8639 -0.1439 -0.6007 0.645 -0.309 -0.639 -0.40
F -1.6997 0.9880 -1.4016 -0.342 0.142 -0.074 0.01
P -3.6906 -0.6585 -0.5146 -0.585 -0.444 1.952 0.92
N -3.9295 -2.1211 -1.3815 0.238 0.898 -0.484 -0.15
O -4.3723 0.4523 -1.4773 0.229 -0.164 -0.399 -0.25
H 4.0690 0.9214 2.0193 0.061 0.053 0.151 0.08
H 4.7474 1.8546 0.7179 0.009 -0.017 -0.170 0.05
H 4.1785 2.6898 2.1331 -0.076 -0.021 0.114 0.08
H 2.0161 1.0402 1.0070 -0.191 0.104 0.155 0.11
H 3.2732 1.3005 -0.8888 0.118 0.036 -0.014 0.08
H 2.1939 4.0204 0.7290 0.188 0.099 0.193 0.14
H 1.9979 3.3161 2.3532 -0.026 0.090 0.052 0.12
H 0.0285 3.8805 0.5353 -0.021 0.023 0.014 0.12
H 0.0078 1.9223 2.7342 0.275 0.130 0.166 0.13
H -0.6730 3.5831 2.7792 0.325 -0.057 0.244 0.12
H -2.6375 2.5608 2.2083 -0.053 -0.176 0.159 0.13
H -1.8941 2.4535 0.6063 -0.269 -0.123 -0.079 0.12
H -0.3025 0.7622 0.4172 -0.199 0.469 0.102 0.14
H 0.5706 -0.8489 1.3584 0.153 -0.029 0.043 0.08
H -0.5906 -1.1978 3.2452 -0.189 0.122 0.007 0.13
H -0.0654 -2.7020 2.5501 0.161 0.087 0.244 0.12
H -2.6504 -2.5498 1.5426 -0.308 -0.043 0.045 0.10
H -2.0927 -3.6007 2.8283 0.065 -0.004 0.029 0.12
H 2.0913 -2.4129 0.5829 -0.493 -0.106 -0.008 -0.06
H -1.5814 -3.6900 -0.4572 -0.328 0.619 0.521 0.11
H -0.3764 -3.9263 0.8342 -0.194 0.671 0.374 0.12
H 0.7665 -4.9588 -0.5881 0.279 0.077 -0.198 0.09
H -0.3143 -4.7163 -1.7723 0.092 0.131 -0.105 0.09
H -0.0173 -0.4153 -1.4261 -0.021 0.225 0.244 0.09
H -1.1800 -2.7541 -2.6918 0.073 -0.061 0.133 0.11
H -2.0711 -1.2945 -2.9524 -0.098 -0.103 0.048 0.10
H 0.8153 -0.7609 -3.2674 -0.038 -0.016 0.089 0.10
H 0.1911 -2.0001 -4.3306 0.072 0.020 -0.117 0.13
H 0.6077 1.1168 -4.1437 0.216 0.354 -0.354 0.12
H 0.6877 3.4104 -3.7930 0.083 -0.195 -0.059 0.12
H -0.5646 5.2270 -2.7953 0.296 -0.006 -0.064 0.11
H -2.9884 5.1369 -2.6603 -0.067 0.121 -0.002 0.11
H -4.1581 3.2330 -3.5609 -0.119 -0.310 -0.093 0.11
H -2.9612 1.3469 -4.4973 0.125 -0.107 -0.132 0.11
H -3.2309 -2.8223 -1.1766 -0.239 -0.189 -0.083 0.00
H -4.0565 -1.9963 -2.3832 0.151 -0.220 -0.011 0.05
H -5.1580 0.7962 -1.0384 -0.045 0.086 -0.078 0.06
C 9.3010 1.2328 -0.9048 0.344 0.095 0.143 -0.04
C 8.1706 1.8248 -1.7109 0.037 -0.249 -0.317 -0.31
O 7.0565 1.0565 -1.2807 0.085 0.282 0.315 0.13
C 7.3216 0.6564 -0.0035 0.034 -0.205 0.125 -0.55
O 6.5071 0.2256 0.7439 0.038 -0.151 -0.104 0.16
O 8.6284 0.8261 0.2938 -0.157 0.085 -0.216 0.08
F 8.3480 1.6420 -3.0393 -0.085 0.008 0.036 0.08
H 9.7358 0.3596 -1.3923 -0.120 0.015 -0.130 0.15
H 10.0889 1.9486 -0.6868 -0.080 -0.009 0.220 0.14
H 7.9790 2.8811 -1.5154 -0.014 0.015 -0.121 0.18



Entry 2:
74
Properties=species:S:1:pos:R:3:forces:R:3:lowdin_charge:R:1 method="wB97M-V/def2-TZVPD" total_charge=+1 molar_mass_g_mol=513.5 gap_ev=6.04 lumo_energy_ev=-4.3
C -3.5553 1.0970 0.6555 3.091 -0.443 0.816 0.00
C -2.1022 1.0021 0.9636 -4.006 0.377 -1.034 -0.25
P -0.8788 1.6066 -0.4203 -0.149 1.026 0.892 0.99
C -1.7263 1.7579 -2.1237 0.028 0.430 -1.202 -0.28
C -1.7760 0.3795 -3.0074 -1.366 -0.339 -0.527 -0.23
C -2.2799 -0.9535 -2.1984 1.084 -1.209 -1.015 -0.20
C -1.3616 -2.2189 -2.7929 -0.249 -0.634 0.528 -0.20
C -1.6086 -3.5704 -1.8605 0.087 0.061 -0.011 -0.15
C -0.5531 -3.6662 -0.5911 -0.038 -1.545 -0.619 -0.18
O -0.8158 -2.6594 0.4569 1.150 -1.356 1.964 -0.18
C -0.6113 -3.2206 1.8061 -4.757 -2.947 2.589 -0.29
C 0.8116 -2.9377 2.6219 -0.350 -0.303 0.026 -0.01
O -1.6253 -3.9201 2.3496 6.845 4.611 -3.611 0.00
C 0.7645 0.6316 -0.4136 1.639 -0.057 0.592 -0.21
C 1.6892 0.8500 -1.7739 0.388 -0.538 -0.248 -0.29
C 2.7289 -0.4069 -1.9434 0.791 0.929 -0.465 -0.06
F 2.4889 2.1188 -1.6484 -1.992 -2.712 -0.032 -0.11
C -0.4137 3.4252 0.1022 -0.599 -0.479 -0.472 -0.31
P -0.2617 3.4749 2.0195 2.730 5.056 4.418 0.68
O 0.5980 4.7431 2.4693 -3.280 -5.233 -2.339 -0.35
O 0.5009 2.0730 2.7180 -2.984 1.147 -1.153 -0.22
O -1.8333 3.6473 2.7828 1.484 -1.412 -3.685 -0.21
H -4.3677 0.4553 1.2408 2.043 1.838 -0.915 0.11
H -3.9819 1.7985 -0.1929 1.140 -1.940 1.563 0.08
H -1.7038 0.6180 2.0086 -0.899 0.346 -2.733 0.10
H -1.1028 2.5552 -2.7471 -1.145 -1.530 1.543 0.12
H -2.7965 2.2567 -1.9640 2.322 -1.271 -0.229 0.11
H -2.5791 0.5657 -3.8710 1.865 -0.224 1.854 0.14
H -0.7730 0.1180 -3.5725 -1.893 0.868 1.441 0.11
H -3.4055 -1.2219 -2.4532 2.335 0.774 0.817 0.13
H -2.0873 -0.9425 -1.0445 -0.527 0.180 -2.145 0.08
H -0.1962 -1.9711 -2.7335 -2.491 -0.318 -0.298 0.11
H -1.6765 -2.4489 -3.9208 0.816 0.596 2.499 0.13
H -1.4663 -4.5762 -2.4802 -0.189 2.262 1.275 0.13
H -2.7323 -3.5343 -1.5097 2.324 -0.247 -0.389 0.13
H 0.5542 -3.5459 -0.9880 -2.166 -0.102 0.714 0.13
H -0.6200 -4.7234 -0.0536 -0.025 2.103 -1.463 0.13
H 0.7542 -3.4218 3.7091 -0.141 0.991 -2.636 0.11
H 1.0424 -1.7928 2.7582 -0.637 -2.209 -0.537 0.08
H 1.7041 -3.4329 2.0362 -1.863 1.009 1.038 0.10
H 0.6445 -0.5216 -0.1285 -0.167 2.507 -0.942 0.11
H 1.4163 1.0876 0.4763 -1.550 -0.818 -1.787 0.12
H 1.0666 0.9575 -2.7587 1.099 0.039 2.061 0.13
H 3.0869 -0.4697 -3.0777 -0.872 0.189 2.513 0.11
H 3.6965 -0.1275 -1.3081 -2.204 -0.874 -1.212 0.12
H 2.2624 -1.4427 -1.6479 0.867 2.188 -0.427 0.08
H -1.3230 4.1394 -0.1681 1.918 -1.466 0.556 0.11
H 0.5701 3.7824 -0.4572 -1.964 -0.746 1.501 0.11
H -0.1439 1.5204 3.2566 1.010 1.121 -0.792 0.09
H -2.5560 3.5217 2.0718 1.450 0.182 1.686 0.08
C 1.2824 -9.4285 -2.4664 -0.061 0.134 0.121 -0.09
C 0.2152 -9.9212 -1.7159 0.056 0.155 0.041 -0.09
C -0.3724 -9.1262 -0.7323 0.109 0.085 -0.093 -0.09
C 0.1012 -7.8336 -0.5058 0.076 -0.103 -0.166 -0.11
C 1.1660 -7.3396 -1.2590 -0.104 -0.188 -0.039 -0.11
C 1.7597 -8.1380 -2.2362 -0.142 -0.063 0.064 -0.10
H 1.7424 -10.0496 -3.2305 -0.069 0.099 0.124 0.10
H -0.1582 -10.9259 -1.8972 0.069 0.165 0.041 0.10
H -1.1995 -9.5128 -0.1432 0.121 0.059 -0.089 0.10
H -0.3598 -7.2121 0.2573 0.042 -0.109 -0.051 0.09
H 1.5339 -6.3316 -1.0834 -0.007 -0.126 -0.013 0.09
H 2.5927 -7.7548 -2.8189 -0.108 -0.061 0.075 0.10
C 1.7845 9.9158 4.3254 -0.021 -0.106 -0.139 -0.10
C 2.0443 10.6067 3.1422 -0.026 -0.138 -0.007 -0.10
C 1.9505 9.9502 1.9154 -0.055 -0.109 0.129 -0.10
C 1.5869 8.6039 1.8712 0.022 0.173 0.232 -0.10
C 1.3234 7.9141 3.0542 -0.002 0.016 0.025 -0.09
C 1.4262 8.5682 4.2816 0.048 0.186 -0.200 -0.09
H 1.8610 10.4269 5.2815 -0.007 -0.065 -0.144 0.10
H 2.3210 11.6575 3.1763 -0.033 -0.168 -0.006 0.10
H 2.1596 10.4870 0.9941 -0.031 -0.055 0.128 0.10
H 1.5090 8.0935 0.9149 0.022 0.052 0.123 0.09
H 1.0384 6.8654 3.0195 0.077 0.220 0.001 0.06
H 1.2262 8.0290 5.2034 0.022 0.066 -0.127 0.10